DFT (ωB97M-V with the def2-TZVPD basis set) results for 2 unconnected molecules or ions with the total composition C2H2Cl2OS.

Last columns: bonded neighbours and bond lengths (Å).
Geometry (Å):
1 C -0.9333 -0.9059 -0.1300  C2 1.313, S7 1.588
2 C -1.1220 0.3932 -0.1321  C1 1.313, O3 1.316, Cl5 1.724
3 O -0.7373 1.2914 -1.0129  C2 1.316, H4 0.944
4 H -1.5373 1.6873 -1.3203  O3 0.944
5 Cl -2.1395 0.9415 1.1466  C2 1.724
6 Cl 3.6660 0.0554 0.5925  H8 1.312
7 S -0.3137 -2.3654 -0.0381  C1 1.588
8 H 3.1171 -1.0974 0.8943  Cl6 1.312

The SMILES is OC(Cl)=C=S.Cl. The gap between HOMO and LUMO is 7.57 eV. For the highest occupied orbital energy, the calculation gives -8.498 eV. As for the charge: 0.

DFT (ωB97M-V with the def2-TZVPD basis set) results for a single C3H10ClP molecule.

Last columns: bonded neighbours and bond lengths (Å).
Geometry (Å):
1 H 2.3087 -1.2458 0.3940  C12 1.108
2 P -1.7892 -0.4512 -0.1445  H3 1.431, C4 1.953, H10 1.463, H14 1.439, H15 1.434
3 H -1.2061 -1.1763 0.9432  P2 1.431
4 C -0.3835 0.9011 -0.0408  P2 1.953, H8 1.107, C9 1.562, Cl11 1.837
5 H 0.6039 -0.2716 1.5642  C9 1.109
6 H 2.7519 0.2370 -0.4641  C12 1.102
7 H 1.3756 1.2609 1.2001  C9 1.105
8 H -0.7816 1.8229 0.4250  C4 1.107
9 C 0.8814 0.3950 0.7230  C4 1.562, H5 1.109, H7 1.105, C12 1.559
10 H -2.8152 -1.4873 -0.2574  P2 1.463
11 Cl 0.0155 1.3640 -1.7730  C4 1.837
12 C 1.8930 -0.3872 -0.1687  H1 1.108, H6 1.102, C9 1.559, H13 1.103
13 H 1.4066 -0.8294 -1.0545  C12 1.103
14 H -1.4736 -0.6561 -1.5337  P2 1.439
15 H -2.7873 0.5240 0.1873  P2 1.434

The SMILES is CC[C@H]([PH4])Cl. The gap between HOMO and LUMO is 9.48 eV. For the highest occupied orbital energy, the calculation gives -8.630 eV. As for the charge: 0.

DFT (ωB97M-V with the def2-TZVPD basis set) results for a single C21H17N3O4 molecule.

Last columns: bonded neighbours and bond lengths (Å).
Geometry (Å):
1 O 8.2421 1.1817 0.3617  H20 0.995, C34 1.333
2 C -6.1726 -1.4131 0.6712  C3 1.380, C26 1.393, H43 1.080
3 C -5.0161 -0.8527 0.1694  C2 1.380, C5 1.394, H39 1.078
4 H -9.2678 -0.5612 1.6856  C40 1.087
5 C -5.0282 0.4625 -0.2938  C3 1.394, C22 1.395, C42 1.467
6 C -0.2182 -0.2140 0.3502  H12 1.078, C17 1.400, C18 1.373
7 C 5.4488 -1.1006 -0.2479  C29 1.391, H33 1.082, C38 1.379
8 N 4.2124 1.0189 1.0905  C11 1.315, N36 1.242
9 H -8.2752 1.2012 0.2950  C24 1.080
10 H 0.5181 2.3859 -1.7102  C13 1.080
11 C 5.5244 0.9941 1.1828  N8 1.315, C29 1.502, O35 1.234
12 H -1.0465 -0.8543 0.6090  C6 1.078
13 C 0.6672 1.6212 -0.9626  H10 1.080, C15 1.370, C17 1.404
14 H -6.2075 2.2143 -0.6084  C22 1.079
15 C 1.8850 1.4711 -0.3530  C13 1.370, C32 1.406, H37 1.080
16 O -3.7711 2.2244 -1.3086  C42 1.209
17 C -0.4021 0.7802 -0.6175  C6 1.400, C13 1.404, N41 1.369
18 C 1.0014 -0.3587 0.9650  C6 1.373, C32 1.401, H45 1.079
19 H -1.8191 1.7994 -1.7191  N41 1.022
20 H 7.6836 1.6845 1.0142  O1 0.995
21 H -8.3857 -2.0658 1.9996  C40 1.087
22 C -6.2128 1.1977 -0.2461  C5 1.395, H14 1.079, C24 1.379
23 C 7.3882 -1.8311 -1.4407  C25 1.376, C38 1.389, H44 1.080
24 C -7.3616 0.6262 0.2591  H9 1.080, C22 1.379, C26 1.392
25 C 8.0981 -0.7560 -0.9560  C23 1.376, H28 1.079, C34 1.398
26 C -7.3587 -0.6855 0.7254  C2 1.393, C24 1.392, C40 1.495
27 O -2.7332 0.3184 -0.7612  N41 1.405, C42 1.357
28 H 9.1337 -0.6012 -1.2151  C25 1.079
29 C 6.1447 -0.0004 0.2431  C7 1.391, C11 1.502, C34 1.409
30 H -9.1490 -1.7960 0.4355  C40 1.091
31 H 5.5069 -2.8664 -1.4451  C38 1.079
32 C 2.0718 0.4786 0.6247  C15 1.406, C18 1.401, N36 1.376
33 H 4.4159 -1.2499 0.0389  C7 1.082
34 C 7.5007 0.1739 -0.0993  O1 1.333, C25 1.398, C29 1.409
35 O 6.2083 1.8322 1.7774  C11 1.234
36 N 3.2545 0.2540 1.2918  N8 1.242, C32 1.376
37 H 2.7143 2.1153 -0.6049  C15 1.080
38 C 6.0604 -2.0160 -1.0780  C7 1.379, C23 1.389, H31 1.079
39 H -4.1038 -1.4263 0.1291  C3 1.078
40 C -8.6112 -1.3106 1.2507  H4 1.087, H21 1.087, C26 1.495, H30 1.091
41 N -1.5757 0.8933 -1.3133  C17 1.369, H19 1.022, O27 1.405
42 C -3.8304 1.1139 -0.8346  C5 1.467, O16 1.209, O27 1.357
43 H -6.1601 -2.4324 1.0288  C2 1.080
44 H 7.8695 -2.5362 -2.1019  C23 1.080
45 H 1.1568 -1.1145 1.7186  C18 1.079

The SMILES is Cc1ccc(C(=O)ONc2ccc(/N=N/C(=O)c3ccccc3O)cc2)cc1. The gap between HOMO and LUMO is 7.47 eV. For the highest occupied orbital energy, the calculation gives -8.363 eV. As for the charge: 0.

DFT (ωB97M-V with the def2-TZVPD basis set) results for a single C5H11NO3 molecule.

Last columns: bonded neighbours and bond lengths (Å).
Geometry (Å):
1 H -2.1706 1.5051 -0.4994  N9 1.016
2 C -1.2351 -0.1758 0.1057  C7 1.571, N9 1.437, H16 1.095, O18 1.398
3 H 0.4348 -2.4365 0.0887  C10 1.090
4 H 0.1447 2.0588 1.2367  C19 1.088
5 O 1.7021 -0.4624 -1.7411  C14 1.210
6 O -0.0080 1.3903 -1.2445  C7 1.413, H15 0.974
7 C 0.1704 0.4575 -0.1989  C2 1.571, O6 1.413, C14 1.530, C19 1.537
8 H 1.4579 -1.5577 1.2274  C10 1.086
9 N -2.2595 0.8220 0.2479  H1 1.016, C2 1.437, H11 1.011
10 C 1.3321 -1.8257 0.1829  H3 1.090, H8 1.086, H12 1.087, C14 1.494
11 H -2.1903 1.3040 1.1339  N9 1.011
12 H 2.1880 -2.3973 -0.1662  C10 1.087
13 H 0.7103 0.5217 1.9119  C19 1.086
14 C 1.1459 -0.6194 -0.6782  O5 1.210, C7 1.530, C10 1.494
15 H 0.6573 1.1701 -1.9213  O6 0.974
16 H -1.1817 -0.7700 1.0235  C2 1.095
17 H -1.8186 -0.5587 -1.6905  O18 0.965
18 O -1.5795 -1.0736 -0.9097  C2 1.398, H17 0.965
19 C 0.7372 1.1683 1.0398  H4 1.088, C7 1.537, H13 1.086, H20 1.088
20 H 1.7624 1.4793 0.8512  C19 1.088

The SMILES is CC(=O)[C@@](C)(O)[C@@H](N)O. The gap between HOMO and LUMO is 10.30 eV. For the highest occupied orbital energy, the calculation gives -9.553 eV. As for the charge: 0.

Repeat the fourth record exactly.
DFT (ωB97M-V with the def2-TZVPD basis set) results for a single C5H11NO3 molecule.

Last columns: bonded neighbours and bond lengths (Å).
Geometry (Å):
1 H -2.1706 1.5051 -0.4994  N9 1.016
2 C -1.2351 -0.1758 0.1057  C7 1.571, N9 1.437, H16 1.095, O18 1.398
3 H 0.4348 -2.4365 0.0887  C10 1.090
4 H 0.1447 2.0588 1.2367  C19 1.088
5 O 1.7021 -0.4624 -1.7411  C14 1.210
6 O -0.0080 1.3903 -1.2445  C7 1.413, H15 0.974
7 C 0.1704 0.4575 -0.1989  C2 1.571, O6 1.413, C14 1.530, C19 1.537
8 H 1.4579 -1.5577 1.2274  C10 1.086
9 N -2.2595 0.8220 0.2479  H1 1.016, C2 1.437, H11 1.011
10 C 1.3321 -1.8257 0.1829  H3 1.090, H8 1.086, H12 1.087, C14 1.494
11 H -2.1903 1.3040 1.1339  N9 1.011
12 H 2.1880 -2.3973 -0.1662  C10 1.087
13 H 0.7103 0.5217 1.9119  C19 1.086
14 C 1.1459 -0.6194 -0.6782  O5 1.210, C7 1.530, C10 1.494
15 H 0.6573 1.1701 -1.9213  O6 0.974
16 H -1.1817 -0.7700 1.0235  C2 1.095
17 H -1.8186 -0.5587 -1.6905  O18 0.965
18 O -1.5795 -1.0736 -0.9097  C2 1.398, H17 0.965
19 C 0.7372 1.1683 1.0398  H4 1.088, C7 1.537, H13 1.086, H20 1.088
20 H 1.7624 1.4793 0.8512  C19 1.088

The SMILES is CC(=O)[C@@](C)(O)[C@@H](N)O. The gap between HOMO and LUMO is 10.30 eV. For the highest occupied orbital energy, the calculation gives -9.553 eV. As for the charge: 0.

Number 2 is which compound? C3H10ClP